# 1
C16H56O12 | ωB97M-V/def2-TZVPD

```
84
Properties=species:S:1:pos:R:3
C 5.90894 -5.11617 0.08763
C 4.54406 -5.60680 -0.29291
C 3.49162 -4.50138 -0.08641
O 4.55175 -6.24127 -1.52952
H 6.23734 -4.40652 -0.67174
H 6.61104 -5.94647 0.16356
H 5.94890 -4.66386 1.07855
H 4.27445 -6.37294 0.43403
H 2.48327 -4.89757 -0.20624
H 3.69684 -3.69558 -0.79116
H 3.59394 -4.08977 0.91769
H 3.64442 -6.38143 -1.81007
C -3.36249 3.69795 -5.39963
C -3.26194 4.35782 -4.03909
C -4.53865 5.17005 -3.58936
O -3.12518 3.34872 -3.07703
H -4.04500 2.84822 -5.41551
H -2.39023 3.38580 -5.78089
H -3.77494 4.44396 -6.07894
H -2.39203 5.01280 -3.99042
H -4.57007 6.01151 -4.28151
H -4.38930 5.62329 -2.60938
H -5.41118 4.51773 -3.55361
H -3.26216 3.68066 -2.18672
C 1.78027 3.38284 -2.90448
O 2.46870 2.96400 -1.75823
H 2.45129 3.37603 -3.76343
H 0.91835 2.75418 -3.12805
H 1.33960 4.37661 -2.82489
H 3.12719 3.61534 -1.50576
C -0.71288 -1.11642 -4.89506
O -2.00048 -0.74328 -4.35339
H -0.60838 -2.20001 -4.95000
H -0.50904 -0.65661 -5.86208
H 0.09362 -0.69175 -4.29733
H -1.97289 0.15284 -4.01016
C 0.02600 -0.27455 0.73960
O 1.01145 0.59887 1.27917
H -0.07441 -1.14271 1.39099
H -0.88765 0.31391 0.65559
H 0.25475 -0.73594 -0.22108
H 1.36229 1.12668 0.55811
C 5.67101 0.15808 1.93220
O 6.46508 1.16783 1.33440
H 4.92990 -0.26225 1.25236
H 6.34854 -0.60964 2.30589
H 5.12504 0.51899 2.80384
H 5.92664 1.81846 0.87794
C -2.92151 -5.42420 -0.87437
O -4.01923 -6.01906 -1.54487
H -2.37807 -4.66352 -1.43483
H -3.17712 -5.03216 0.11004
H -2.20567 -6.22776 -0.70125
H -4.81018 -5.49351 -1.40420
C 4.33228 5.89652 1.21337
O 5.07742 5.31710 0.16763
H 3.94847 6.87546 0.92619
H 3.48978 5.26051 1.48501
H 5.00116 6.00865 2.06667
H 5.70589 5.97773 -0.13269
C 0.21595 -0.44473 6.14528
O -0.43738 -1.42617 6.92486
H 0.56258 0.44309 6.67417
H 0.98962 -0.86111 5.50017
H -0.52189 0.05017 5.51380
H 0.15897 -1.91575 7.49607
C -0.49418 -5.92216 4.40391
O -1.58458 -6.65966 3.88597
H -0.88776 -5.22794 5.14638
H 0.26499 -6.53584 4.88884
H 0.03845 -5.36958 3.62992
H -2.32659 -6.05905 3.98742
C -2.44279 3.89529 2.53749
O -2.74874 4.47520 1.24388
H -1.36310 3.93139 2.68264
H -2.91261 4.49229 3.31913
H -2.56629 2.82021 2.66801
H -2.92323 5.37789 1.52013
C -6.69545 0.91043 0.55897
O -7.46173 -0.13754 1.17774
H -7.10974 1.18077 -0.41231
H -6.71109 1.83444 1.13695
H -5.68487 0.53477 0.39867
H -8.39916 0.06720 1.14784
```

Computed properties:
HOMO-LUMO gap: 10.1232 eV
Molar mass: 440.61 g mol⁻¹
Relative energy (zero: lowest compared OMol25 entry of this formula, charge and spin): 384.2 kJ/mol
Maximum force: 2.5 eV/Å

# 2
C16H58N3O12Si | ωB97M-V/def2-TZVPD

```
90
Properties=species:S:1:pos:R:3
C -4.69015 1.17335 1.09745
Si -2.84519 0.78151 1.08519
C -2.42939 0.04253 2.77650
C -1.98146 2.41936 0.74790
O -2.54953 -0.25421 -0.21313
C -1.30783 -0.91090 -0.22284
C -0.22105 -0.17524 -1.02293
N 1.14110 -0.47748 -0.48281
C 1.39438 0.15816 0.69538
N 1.67063 1.45609 0.80637
N 1.40526 -0.52006 1.80837
O 1.16816 -1.87111 1.84467
H -4.95943 1.29602 2.14239
H -5.26551 0.32484 0.73920
H -4.92844 2.09949 0.59233
H -1.63336 0.60462 3.25741
H -3.31003 0.02378 3.40415
H -2.07413 -0.98115 2.66910
H -2.23677 3.17775 1.47301
H -2.34129 2.76763 -0.22033
H -0.90744 2.30009 0.64337
H -1.47251 -1.87706 -0.69866
H -0.90804 -1.13065 0.77139
H -0.40389 0.89213 -1.12886
H -0.21614 -0.59494 -2.01749
H 1.85215 -0.27531 -1.17825
H 1.32481 1.81171 1.69439
H 1.30807 2.02410 0.04842
H 1.60220 -0.08725 2.72738
H 2.00918 -2.27258 2.12249
C 2.53862 -0.32919 5.36586
O 1.76769 0.42462 4.42776
H 2.24919 -1.37390 5.28069
H 3.60277 -0.22913 5.14599
H 2.33926 0.01271 6.38151
H 2.03678 1.34615 4.51021
C 3.53615 -3.54158 -0.69271
O 3.72391 -2.26350 -1.30127
H 3.66536 -4.29842 -1.45965
H 4.27518 -3.70448 0.09616
H 2.52707 -3.62367 -0.27666
H 3.61257 -1.60144 -0.61341
C -2.65751 -0.33580 -3.51724
O -1.71143 -0.46211 -4.57983
H -2.46298 0.59777 -2.99327
H -3.67587 -0.31891 -3.90819
H -2.54662 -1.17039 -2.81827
H -1.89488 -1.28987 -5.03564
C 6.00479 0.86594 -0.71280
O 5.29508 1.75298 -1.57572
H 7.06529 1.08377 -0.79690
H 5.69498 1.00880 0.32538
H 5.82988 -0.17308 -1.00795
H 4.35841 1.55301 -1.49637
C -7.22301 -0.17595 -1.90039
O -5.91905 0.25526 -2.28381
H -7.91574 0.11542 -2.68474
H -7.25159 -1.26211 -1.78485
H -7.52629 0.29817 -0.96299
H -5.30986 -0.00665 -1.58511
C -1.22067 -4.67222 -1.77851
O -2.53297 -4.13306 -1.63763
H -0.64014 -4.00048 -2.40761
H -0.74210 -4.75197 -0.79729
H -1.25439 -5.65756 -2.24739
H -3.03049 -4.73947 -1.07840
C -3.58381 4.84839 -2.42839
O -2.65245 4.64587 -1.36018
H -4.32222 4.05220 -2.38491
H -4.08772 5.81023 -2.31900
H -3.07497 4.81163 -3.39345
H -2.00466 5.35666 -1.40474
C 4.94077 2.31666 2.89591
O 3.76846 1.54583 3.19849
H 5.43557 2.55058 3.83314
H 5.61952 1.74279 2.26694
H 4.66467 3.24448 2.39220
H 3.29652 1.31375 2.40444
C -3.74629 -4.09957 3.37005
O -4.61719 -3.52737 2.39904
H -3.99541 -5.15274 3.46356
H -2.70171 -4.00706 3.05560
H -3.87767 -3.61544 4.34102
H -4.39152 -2.59599 2.32257
C 6.92119 2.39247 -4.06017
O 7.88674 2.39428 -5.10690
H 7.12644 3.23327 -3.40344
H 5.91451 2.49995 -4.47304
H 6.98223 1.46664 -3.48590
H 7.69726 1.64762 -5.68336
```

Computed properties:
HOMO-LUMO gap: 8.2931 eV
Molar mass: 512.74 g mol⁻¹
Charge: +1
Maximum force: 1.5 eV/Å